C5H11NO | wB97M-V/def2-TZVPD

Structure (ORCA input):
```
! RIJCOSX wB97M-V def2-TZVPD def2/J DEFGRID3
* xyz 0 1
C 1.51 -2.16 0.37
C 0.48 -1.43 -0.56
C -0.55 -0.64 0.20
C -0.43 0.75 -0.40
C -0.48 1.88 0.53
N -1.31 2.99 0.07
O -0.26 1.87 1.73
H 2.22 -2.87 -0.35
H 1.12 -2.81 1.13
H 2.17 -1.32 0.71
H 1.10 -0.98 -1.41
H -0.07 -2.08 -1.38
H -1.53 -1.08 0.19
H -0.21 -0.60 1.24
H 0.55 1.00 -0.76
H -1.13 0.83 -1.25
H -1.10 3.89 0.42
H -2.07 2.77 -0.49
*
```

The SMILES is CCCCC(N)=O. As for the HOMO energy: -9.517 eV. The molar mass is 101.1 g/mol. The calculation puts the orbital gap at 10.45 eV. Its LUMO energy is 0.034 hartree.

Atomic partial charges in e from the Mulliken method, atoms 1 to 8: -1.1294 -0.4953 -0.6098 -0.3429 0.3316 -0.3869 -0.5620 0.2749

***

C5H11NO | wB97M-V/def2-TZVPD

Structure (ORCA input):
```
! RIJCOSX wB97M-V def2-TZVPD def2/J DEFGRID3
* xyz 0 1
C -0.96 -1.09 -1.14
C -0.67 0.16 -0.30
C -1.45 0.12 1.01
N 0.77 0.37 -0.09
C 1.42 0.20 1.20
C 1.52 0.74 -1.16
O 1.08 0.91 -2.29
H -0.60 -1.99 -0.63
H -2.04 -1.18 -1.29
H -0.48 -1.00 -2.12
H -1.00 1.03 -0.88
H -1.28 1.02 1.62
H -2.52 0.07 0.78
H -1.19 -0.76 1.61
H 0.83 0.65 2.00
H 1.60 -0.85 1.45
H 2.38 0.72 1.17
H 2.59 0.88 -0.92
*
```

The SMILES is CC(C)N(C)C=O. As for the HOMO energy: -9.270 eV. The molar mass is 101.1 g/mol. The calculation puts the orbital gap at 10.14 eV. Its LUMO energy is 0.032 hartree.

Atomic partial charges in e from the Mulliken method, atoms 1 to 8: -1.2655 0.4717 -1.6032 0.1872 -0.9468 0.0724 -0.5755 0.2992

***

C5H11NO | wB97M-V/def2-TZVPD

Structure (ORCA input):
```
! RIJCOSX wB97M-V def2-TZVPD def2/J DEFGRID3
* xyz 0 1
C -1.02 -1.56 -0.07
C -0.64 -0.12 -0.51
C -1.48 1.06 -0.01
N 0.70 0.25 -0.01
C 1.76 -0.71 0.21
C 1.03 1.57 0.15
O 0.64 2.58 -0.44
H -0.96 -1.70 1.02
H -2.05 -1.77 -0.37
H -0.39 -2.33 -0.54
H -0.66 -0.12 -1.61
H -0.85 2.05 -0.42
H -2.45 1.15 -0.49
H -1.68 0.85 1.07
H 1.45 -1.55 0.84
H 2.14 -1.11 -0.74
H 2.60 -0.20 0.71
H 1.78 1.70 0.92
*
```

The SMILES is CC(C)N(C)C=O. As for the HOMO energy: -9.195 eV. The molar mass is 101.1 g/mol. The calculation puts the orbital gap at 10.05 eV. Its LUMO energy is 0.031 hartree.

Atomic partial charges in e from the Mulliken method, atoms 1 to 8: -1.5423 0.6877 -1.4355 0.1403 -0.9719 -0.0219 -0.5922 0.3678

***

C5H11NO | wB97M-V/def2-TZVPD

Structure (ORCA input):
```
! RIJCOSX wB97M-V def2-TZVPD def2/J DEFGRID3
* xyz 0 1
C 1.97 -1.04 -1.38
C 0.88 -0.74 1.23
N -0.13 -0.36 0.52
C -0.88 -0.51 -0.58
C -0.62 0.86 -0.13
C -1.69 1.68 0.56
O -2.73 0.89 1.08
H 2.32 -1.99 -0.98
H 2.58 -0.23 -0.95
H 2.08 -1.03 -2.46
H 1.10 -1.80 1.31
H 1.55 0.00 1.65
H 0.88 -0.91 -1.22
H -1.75 -1.11 -0.78
H 0.18 1.43 -0.60
H -1.26 2.35 1.32
H -2.14 2.30 -0.22
H -2.32 0.21 1.64
*
```

As for the HOMO energy: -7.361 eV. The molar mass is 101.1 g/mol. The calculation puts the orbital gap at 8.17 eV. Its LUMO energy is 0.030 hartree.

Atomic partial charges in e from the Mulliken method, atoms 1 to 8: -0.8413 -0.7267 0.0228 -0.5739 0.1165 -0.7664 -0.5126 0.2910

***

C5H11NO | wB97M-V/def2-TZVPD

Structure (ORCA input):
```
! RIJCOSX wB97M-V def2-TZVPD def2/J DEFGRID3
* xyz 0 1
N 2.71 0.23 -0.85
C 1.43 0.78 -1.03
C 0.53 0.97 -0.02
C -0.91 0.87 -0.21
C -1.68 0.90 0.91
C -3.14 0.74 0.92
H 3.05 0.21 0.10
H 3.39 0.63 -1.49
H 1.46 1.54 -1.81
H 0.85 1.31 0.97
H -1.38 0.83 -1.19
H -1.16 1.14 1.83
H -3.56 1.19 0.03
H -3.50 -0.28 1.05
H -3.59 1.33 1.73
H 0.27 -4.10 -0.14
H 0.55 -2.62 0.14
O 0.93 -3.51 0.22
*
```

The SMILES is C/C=C/C=C/N.O. As for the HOMO energy: -7.137 eV. The molar mass is 101.1 g/mol. The calculation puts the orbital gap at 8.02 eV. Its LUMO energy is 0.032 hartree.

Atomic partial charges in e from the Mulliken method, atoms 1 to 8: -0.4137 -0.2345 -0.3328 -0.2584 -0.1325 -1.0816 0.2012 0.2513

***

C5H11NO | wB97M-V/def2-TZVPD

Structure (ORCA input):
```
! RIJCOSX wB97M-V def2-TZVPD def2/J DEFGRID3
* xyz 0 1
C 0.83 1.89 -0.47
C 1.15 0.68 0.35
C 2.07 -1.58 0.26
C -2.69 -0.77 -0.34
C -3.05 0.11 0.59
H 1.42 1.92 -1.40
H 1.01 2.79 0.10
H -0.22 1.89 -0.72
H 1.89 -0.17 -1.33
H 2.04 -1.48 1.33
H 1.34 -2.36 -0.02
H 3.06 -1.92 -0.04
H -3.45 -1.14 -1.03
H -1.67 -1.13 -0.43
H -4.08 0.43 0.68
H -2.32 0.57 1.26
N 1.80 -0.30 -0.32
O 0.86 0.58 1.54
*
```

The SMILES is CNC(C)=O.C=C. As for the HOMO energy: -9.659 eV. The molar mass is 101.1 g/mol. The calculation puts the orbital gap at 10.52 eV. Its LUMO energy is 0.032 hartree.

Atomic partial charges in e from the Mulliken method, atoms 1 to 8: -0.9878 0.7640 -0.8578 -0.3996 -0.4874 0.3272 0.3000 0.2279

***

C5H11NO | wB97M-V/def2-TZVPD

Structure (ORCA input):
```
! RIJCOSX wB97M-V def2-TZVPD def2/J DEFGRID3
* xyz 0 1
C 0.75 -0.57 -1.99
C 1.48 -0.03 -0.77
N 0.47 0.48 0.10
C 0.55 1.17 1.32
C -0.26 -0.20 1.10
C -1.76 -0.13 1.15
O -2.44 -0.79 0.10
H 1.44 -0.99 -2.72
H 0.18 0.24 -2.46
H 0.04 -1.34 -1.68
H 2.13 -0.80 -0.32
H 2.10 0.83 -1.03
H 1.28 1.10 2.12
H 0.25 2.23 1.16
H 0.13 -1.21 1.36
H -2.11 -0.60 2.08
H -2.02 0.94 1.20
H -2.21 -0.31 -0.71
*
```

The SMILES is CCN1C[C@H]1CO. As for the HOMO energy: -8.797 eV. The molar mass is 101.1 g/mol. The calculation puts the orbital gap at 9.91 eV. Its LUMO energy is 0.041 hartree.

Atomic partial charges in e from the Mulliken method, atoms 1 to 8: -1.1158 -0.3710 0.0156 -0.5443 -0.0373 -0.7875 -0.5116 0.3843

***

C5H11NO | wB97M-V/def2-TZVPD

Structure (ORCA input):
```
! RIJCOSX wB97M-V def2-TZVPD def2/J DEFGRID3
* xyz 0 1
C 1.27 1.09 -1.67
C 1.04 0.84 -0.17
C 1.19 -1.42 0.89
N 0.62 -0.74 -0.01
O 1.90 1.23 0.65
H 1.35 2.17 -1.82
H 2.20 0.61 -1.97
H 0.44 0.71 -2.27
H 0.86 -2.43 1.10
H 1.97 -0.96 1.49
C -1.34 -0.53 -0.18
C -1.97 -0.10 1.11
H -1.42 -0.50 1.96
H -1.42 -1.59 -0.40
H -1.60 0.05 -1.07
H -0.09 1.10 0.01
H -2.99 -0.50 1.16
H -2.02 0.98 1.20
*
```

As for the HOMO energy (alpha / beta): -7.805 / -7.804 eV. The molar mass is 101.1 g/mol. The calculation puts the orbital gap (alpha / beta) at 7.28 / 7.28 eV. Its LUMO energy (alpha / beta) is -0.019 / -0.019 hartree.

Atomic partial charges in e from the Mulliken method, atoms 1 to 8: -1.0907 0.7557 -0.3969 -0.1868 -0.7518 0.3154 0.3042 0.2812